ORCA calculation (ωB97M-V with the def2-TZVPD basis set) on a molecular structure, C16H40ClF3O13P5 at a distorted geometry.

Last column: Mulliken charge in e.
Element x y z (Å)
1 C 7.477150 4.244094 -0.258975  -0.999
2 C 6.410313 4.488387 -1.396897  -0.292
3 O 5.091303 4.030636 -1.027903  -0.230
4 C 4.108875 5.026042 -1.373645  -0.587
5 C 2.644622 4.468995 -1.491087  -0.678
6 C 1.872852 4.301522 -0.117888  0.918
7 P 1.007867 5.773706 0.671802  0.106
8 C 2.181727 7.204346 1.014587  -1.065
9 C -0.183256 6.466146 -0.651346  -1.091
10 C 0.620311 3.271209 -0.310960  -0.877
11 O 0.633787 2.240667 0.702982  -0.640
12 P 2.348553 1.832556 0.691112  0.992
13 C 4.099388 1.145938 0.271867  -0.743
14 O 4.218039 -0.305904 0.176225  -0.360
15 C 4.207933 -0.758120 -1.108959  0.909
16 F 3.011530 -0.529860 -1.773535  -0.250
17 F 5.267954 -0.274382 -1.876883  -0.270
18 F 4.366488 -2.139672 -1.112653  -0.284
19 P 1.610271 -0.263107 1.135305  0.601
20 O 1.518837 -0.451269 2.825283  -0.565
21 Cl -0.432751 -0.396195 0.464415  -0.386
22 O 2.782504 3.524225 0.700668  -0.444
23 H 7.739797 5.174927 0.324162  0.285
24 H 7.150526 3.451530 0.465616  0.214
25 H 8.451952 3.901308 -0.724901  0.320
26 H 6.745873 3.879510 -2.293392  0.282
27 H 6.415502 5.589168 -1.634108  0.328
28 H 4.390287 5.415457 -2.406449  0.347
29 H 4.231545 5.894126 -0.668187  0.265
30 H 2.069945 5.228529 -2.114508  0.375
31 H 2.693886 3.524333 -2.100547  0.240
32 H 3.017488 7.339939 0.276715  0.296
33 H 1.555688 8.149949 0.950368  0.357
34 H 2.587637 7.201428 2.069686  0.277
35 H 0.059475 6.055998 -1.669358  0.292
36 H -1.195188 6.057621 -0.366240  0.302
37 H -0.190759 7.586025 -0.659710  0.383
38 H 0.395664 2.925372 -1.358276  0.164
39 H -0.349103 3.809311 -0.038586  0.356
40 H 2.136908 1.761065 -0.751636  -0.260
41 H 2.529590 1.900539 2.123810  -0.406
42 H 4.789326 1.461119 1.111310  0.301
43 H 4.436659 1.668886 -0.661452  0.285
44 H 2.084901 0.193453 3.295755  0.342
45 C -0.351744 -7.866848 0.667271  -0.674
46 O -1.400193 -6.903943 0.638633  -0.298
47 P -1.219210 -5.587756 1.531215  0.873
48 O -0.352879 -5.751170 2.714984  -0.707
49 O -2.734425 -5.178888 1.844678  -0.092
50 C -3.560264 -6.194775 2.406905  -0.896
51 O -0.763486 -4.505779 0.466610  -0.245
52 C 0.088385 -3.426031 0.888203  -0.656
53 H -0.512484 -8.552050 1.498691  0.267
54 H -0.375969 -8.425552 -0.268672  0.234
55 H 0.624387 -7.387487 0.765927  0.320
56 H -3.089537 -6.630329 3.290296  0.374
57 H -3.746023 -6.974554 1.666500  0.346
58 H -4.513911 -5.750600 2.690971  0.267
59 H 1.128503 -3.710696 0.727625  0.251
60 H -0.066553 -3.173235 1.937406  0.436
61 H -0.136557 -2.545438 0.277314  0.114
62 C -4.857834 -4.056116 0.178074  -0.694
63 O -5.496921 -2.951481 -0.466424  -0.233
64 P -7.041170 -3.096277 -0.829951  0.947
65 O -7.513482 -4.480343 -1.038111  -0.667
66 O -7.191543 -2.126733 -2.089301  -0.336
67 C -6.287882 -2.343714 -3.171544  -0.629
68 O -7.756160 -2.285085 0.340395  -0.311
69 C -9.061283 -2.680612 0.747386  -0.659
70 H -4.493062 -4.751066 -0.576796  0.271
71 H -4.016419 -3.677692 0.752013  0.384
72 H -5.544784 -4.569209 0.854918  0.263
73 H -6.308479 -3.387993 -3.488579  0.302
74 H -5.276127 -2.069962 -2.870552  0.275
75 H -6.586652 -1.709559 -4.005511  0.241
76 H -8.979601 -3.384874 1.575983  0.249
77 H -9.620321 -3.137702 -0.070163  0.325
78 H -9.598219 -1.796003 1.090018  0.245

Force components x, y, z for each atom (eV/Å):
C 0.5 0.0 0.0
C 0.7 -0.5 0.3
O 0.4 1.0 -0.3
C 0.0 0.3 -0.8
C -0.2 1.3 -0.1
C 0.7 -2.8 -1.9
P -0.1 0.3 1.3
C 0.2 1.1 -0.4
C 0.2 -0.8 -0.3
C -2.9 1.1 1.3
O 1.6 2.5 -1.3
P -1.2 -0.4 0.0
C 1.0 1.7 1.2
O 0.4 -0.2 -2.4
C -0.2 -1.3 0.3
F 2.0 0.1 0.6
F -1.7 -0.3 0.8
F -0.2 2.0 0.2
P -0.1 -2.7 0.0
O 0.3 0.8 -0.7
Cl 0.0 1.1 0.4
O -0.9 0.7 -0.4
H -0.6 -0.9 -0.6
H 0.2 0.7 -0.8
H -1.1 0.3 0.5
H -0.5 0.9 0.7
H -0.1 -1.1 0.0
H -0.4 -0.3 1.0
H -0.4 -0.8 -0.5
H 0.7 -0.8 0.5
H -0.2 0.7 0.9
H -0.7 -0.1 0.7
H 0.6 -1.1 0.1
H -0.4 -0.4 -1.2
H -0.2 0.6 0.8
H 1.0 0.6 -0.4
H 0.0 -1.0 0.0
H 0.9 0.0 0.8
H 1.0 -0.2 -0.4
H 0.1 -0.2 0.2
H 0.1 0.0 0.1
H -0.4 -0.5 -0.9
H -0.2 -0.6 0.8
H -0.5 0.1 -0.4
C 0.3 -0.2 -0.1
O -0.3 0.3 0.2
P 0.6 0.5 -0.1
O -0.5 -0.1 -0.6
O 0.4 -0.3 -0.3
C -0.2 -0.3 0.2
O -0.7 -0.9 0.6
C 0.6 0.6 -0.2
H 0.1 0.0 0.0
H -0.1 0.1 0.0
H -0.1 -0.1 0.1
H 0.0 0.0 0.0
H 0.0 0.0 0.0
H 0.2 0.1 0.0
H -0.1 0.0 0.1
H 0.0 0.0 -0.1
H 0.0 -0.8 0.2
C 0.3 -0.1 0.3
O -0.8 0.2 -0.3
P 0.5 -0.2 -0.1
O 0.1 0.7 0.2
O -0.1 -0.1 0.7
C 0.3 0.0 -0.3
O 0.2 -0.2 -0.6
C -0.4 -0.1 0.2
H 0.0 -0.1 0.1
H -0.1 0.1 -0.2
H 0.0 0.0 -0.1
H 0.0 0.0 0.0
H 0.0 -0.1 0.0
H -0.2 0.0 0.2
H -0.1 0.0 -0.1
H 0.1 0.0 0.1
H 0.2 0.0 -0.1

## Properties
Energy = -110980.714 eV
F_max = 0.0672 hartree/bohr
Total charge = -1
HOMO energy = -3.82 eV
Frontier orbital gap = 6.140 eV